Version a
The following is a quantum chemistry calculation of 4 unconnected molecules or ions with the total composition C3H13NO3, from OMol25.

The value obtained for the HOMO energy is -0.3008 hartree.

Geometry as ORCA input:
```
! wB97M-V def2-TZVPD RIJCOSX def2/J DEFGRID3
* xyz 0 1
C 1.25444 -1.01406 -0.48155
C 0.27605 -0.02270 0.12603
C 0.53681 0.90292 1.15193
N -1.00062 -0.24951 -0.45051
H 2.24230 -0.98348 -0.02666
H 0.82418 -2.00130 -0.35544
H 1.40495 -0.88066 -1.52908
H -0.26025 1.51541 1.42383
H 1.48419 1.02285 1.71630
H -1.10358 -1.21631 -0.57156
H -1.74134 0.25060 0.05913
H -2.36247 2.66097 1.27967
H -3.61053 2.14895 0.49276
O -2.80056 1.93727 0.88315
H -1.22304 -3.73617 -0.77555
H -2.07206 -2.86102 -0.04948
O -2.11916 -3.44334 -0.79779
H 4.07357 2.50465 -0.70416
H 2.65268 1.79077 -0.50792
O 3.54442 1.67418 -0.88309
*
```


Version b
The following is a quantum chemistry calculation of 4 unconnected molecules or ions with the total composition C3H13NO3, from OMol25.

The value obtained for the HOMO energy is -0.3605 hartree.

Geometry as ORCA input:
```
! wB97M-V def2-TZVPD RIJCOSX def2/J DEFGRID3
* xyz 0 1
C -1.76147 -1.12900 0.86898
C -0.38250 -0.65922 1.39377
C 1.40543 0.87740 1.46252
N 0.13707 0.68264 1.26341
H -1.99392 -2.19784 0.90907
H -2.56597 -0.53279 1.28144
H -1.97336 -0.82393 -0.19250
H 0.34708 -1.47264 0.95495
H -0.37458 -0.85204 2.52011
H 2.25366 0.19381 1.60413
H 1.74406 1.98301 1.60382
H 1.53016 -0.94608 -1.68829
H 3.06112 -0.60486 -1.37545
O 2.21794 -0.88830 -1.00117
H -0.90206 1.61639 -0.07185
H -1.22731 2.63864 -1.21099
O -1.21839 1.65817 -0.99981
H -0.11338 0.89156 -2.07102
H -0.44953 -0.45544 -2.82203
O 0.26595 0.02053 -2.42909
*
```


Version c
The following is a quantum chemistry calculation of 4 unconnected molecules or ions with the total composition C3H13NO3, from OMol25.

The value obtained for the HOMO energy is -0.2856 hartree.

Geometry as ORCA input:
```
! wB97M-V def2-TZVPD RIJCOSX def2/J DEFGRID3
* xyz 0 1
C -1.13446 -0.45718 -0.81692
C 0.21177 -0.38245 -1.52253
C 1.10059 0.49276 -1.03518
N 2.46824 0.31670 -1.24567
H -0.97271 -0.67785 0.22173
H -1.60764 0.50570 -1.07071
H -1.79671 -1.25597 -1.16523
H 0.29094 -0.89085 -2.50797
H 0.97031 0.91878 -0.04352
H 3.02414 1.07485 -0.87235
H 2.89727 -0.07616 -2.06003
H -0.99742 3.09454 0.61568
H -1.27392 1.75952 1.03565
O -0.54874 2.23590 0.61851
H 1.94155 -2.92377 1.15530
H 0.79689 -2.25561 0.48216
O 1.12864 -2.45131 1.37223
H -1.82888 -0.39248 2.49090
H -2.31611 0.94336 1.77318
O -2.35376 0.42150 2.57478
*
```


Taking the most stable structure as the zero point, the relative energies in kcal/mol are version a 0.0; version b 8.0; version c 17.1.


Version a
The following is a quantum chemistry calculation of 2 unconnected molecules or ions with the total composition C3H8NOS, from OMol25.

The value obtained for the HOMO energy is -0.4402 hartree.

Geometry as ORCA input:
```
! wB97M-V def2-TZVPD RIJCOSX def2/J DEFGRID3
* xyz 1 1
C -2.42441 1.74567 -0.29073
C -2.50199 0.52920 0.21008
C 1.81758 -0.27001 -0.08670
N 2.99255 -0.73778 0.04248
O -1.33258 -0.25986 -0.04675
S -1.64670 -1.96140 -0.04318
H -2.95904 2.64493 -0.05703
H -1.61136 1.84923 -1.00438
H -2.93201 0.24535 1.10598
H 1.23944 -0.61752 -1.00884
H 1.33861 0.56829 0.48374
H 3.58410 -0.58130 0.76131
H 3.37889 -1.30231 -0.67548
H -3.06258 -1.84640 0.12615
*
```


Version b
The following is a quantum chemistry calculation of a gas-phase ion, C3H8NOS (charge +1), from OMol25.

The value obtained for the HOMO energy is -0.5216 hartree.

Geometry as ORCA input:
```
! wB97M-V def2-TZVPD RIJCOSX def2/J DEFGRID3
* xyz 1 1
C 0.86458 0.50158 -1.05676
C 0.29442 0.48795 0.35532
C -0.85238 -0.43125 0.61472
N -1.87446 -0.25980 -0.43833
O 1.62357 -0.28544 -0.07205
S 3.28318 0.17944 0.24430
H 0.24932 -0.10043 -1.82112
H 1.43076 1.35467 -1.42325
H 0.62835 1.36894 1.09311
H -0.41535 -1.42318 0.41279
H -1.32603 -0.39057 1.61905
H -2.53083 0.49252 -0.04874
H -1.43804 0.19199 -1.27637
H 3.63886 -1.18491 0.35318
*
```


Taking the most stable structure as the zero point, the relative energies in kcal/mol are version a 0.0; version b 13.9.


Version a
The following is a quantum chemistry calculation of a gas-phase ion, C3H8NOS (charge +1), from OMol25.

The value obtained for the HOMO energy is -0.5303 hartree.

Geometry as ORCA input:
```
! wB97M-V def2-TZVPD RIJCOSX def2/J DEFGRID3
* xyz 1 1
C -0.21572 1.32811 0.77194
C -0.35504 -1.23935 0.55835
C 0.11123 0.07319 -0.01420
N -0.37485 0.33178 -1.38624
O -0.77107 2.23093 0.20939
S 2.14624 0.09981 -0.00073
H 0.11235 1.36004 1.81381
H 0.00759 -2.06886 -0.04532
H 0.01468 -1.36552 1.57229
H -1.44385 -1.27740 0.60001
H 0.38242 0.38038 -2.08049
H -1.07474 -0.35605 -1.69003
H -0.81838 1.30123 -1.27587
H 2.27913 -0.79829 0.96708
*
```


Version b
The following is a quantum chemistry calculation of a gas-phase ion, C3H8NOS (charge +1), from OMol25.

The value obtained for the HOMO energy is -0.5094 hartree.

Geometry as ORCA input:
```
! wB97M-V def2-TZVPD RIJCOSX def2/J DEFGRID3
* xyz 1 1
C -0.54414 0.62962 -0.59902
C 0.50973 1.44740 0.10385
C 0.00465 -0.78072 -0.61861
N -0.49841 -1.43174 0.63674
O 1.41363 0.57398 0.78473
S 1.85026 -0.56007 -0.32488
H -1.43474 0.68742 0.01743
H -0.54880 0.98503 -1.67606
H 0.99262 2.10140 -0.59746
H 0.13634 2.12597 0.91871
H -0.27020 -1.25377 -1.48891
H -1.45018 -1.71264 0.83056
H -0.39028 -0.57812 1.26567
H 0.22953 -2.23376 0.74727
*
```


Taking the most stable structure as the zero point, the relative energies in kcal/mol are version a 0.0; version b 24.8.


Version a
The following is a quantum chemistry calculation of 2 unconnected molecules or ions with the total composition C4H11N2S, from OMol25.

The value obtained for the HOMO energy (spin up / spin down) is -0.4492 / -0.4590 hartree.

Geometry as ORCA input:
```
! wB97M-V def2-TZVPD RIJCOSX def2/J DEFGRID3
* xyz 1 1
C 1.96146 -0.43471 -0.85797
C 1.33310 -0.13208 0.22635
C 0.75772 2.01666 1.06970
C -0.94214 0.30801 0.83241
N -2.69347 -2.33924 -1.13256
N 0.33027 0.86307 0.22268
S -1.63850 -1.18098 -1.50786
H 2.69540 -1.19036 -0.95411
H 1.80651 0.13497 -1.76243
H 1.63322 -0.55156 1.12096
H 1.24001 2.70180 0.38355
H -0.20776 2.55026 1.47171
H 1.53928 1.73656 1.79801
H -0.74751 -0.69682 1.40063
H -1.64959 1.01243 1.01971
H -3.54284 -2.66209 -1.62049
H -2.14718 -3.16285 -0.90286
H 0.27203 1.02694 -0.80743
*
```


Version b
The following is a quantum chemistry calculation of a molecular structure, C4H11N2S, from OMol25.

The value obtained for the HOMO energy is -0.4970 hartree.

Geometry as ORCA input:
```
! wB97M-V def2-TZVPD RIJCOSX def2/J DEFGRID3
* xyz 1 1
C 0.09895 -0.15990 -0.24795
C -2.18371 -0.16554 0.13627
C -0.97872 1.96529 0.33700
C 3.03360 -0.68330 -0.14772
N -0.96598 0.54034 -0.09440
N 0.15103 -1.45460 -0.31210
S 2.12497 0.90913 -0.16499
H -2.57980 -0.83478 -0.67972
H -2.04052 -0.72665 1.00243
H -2.92378 0.61670 0.35887
H -0.07669 2.31418 0.56846
H -1.58647 2.59355 -0.40684
H -1.69516 1.99790 1.24957
H 4.10550 -0.57499 -0.50997
H 2.67695 -1.35925 -0.80827
H 2.96296 -1.07944 0.88371
H -0.71858 -2.10851 -0.45576
H 0.99924 -2.13581 -0.33917
*
```


Taking the most stable structure as the zero point, the relative energies in kcal/mol are version a 57.2; version b 0.0.